(1)
C3H6NO3SSe2TcTe2 as an isolated structure. Source: the OMol25 dataset; level of theory: wB97M-V/def2-TZVPD.

Positions of all 19 atoms, in Å:
Tc (-0.47, 0.65, 0.31)
Se (-0.99, 2.87, 0.53)
Te (-1.60, 4.15, -1.51)
Te (-1.30, 2.31, -3.36)
Se (-0.76, 0.30, -1.95)
C (4.17, 0.90, -0.03)
C (2.72, 0.88, 0.02)
N (1.58, 0.87, 0.05)
H (4.52, 0.19, -0.78)
H (4.56, 0.63, 0.95)
H (4.51, 1.90, -0.29)
C (-2.60, -2.48, 0.17)
S (-1.69, -1.54, 1.34)
O (-1.85, -2.10, 2.64)
O (-2.17, -0.10, 1.20)
O (-0.28, -1.42, 0.83)
H (-3.64, -2.49, 0.49)
H (-2.19, -3.49, 0.19)
H (-2.50, -2.03, -0.81)

HOMO level (alpha / beta) in eV: -11.391 / -11.575
Max |F| in Eh/bohr: 0.0034
Relative energy (zero: lowest compared OMol25 entry of this formula, charge and spin) in eV: 0.2050
Charge: +1
Spin multiplicity: 2
Gap between HOMO and LUMO (alpha / beta) in eV: 5.6 / 5.7

***

(2)
A 2-piece molecular cluster, C4H13N2O2 overall. Source: the OMol25 dataset; level of theory: wB97M-V/def2-TZVPD.

Positions of all 21 atoms, in Å:
O (0.07, 0.67, 1.87)
C (0.74, 0.56, 0.89)
N (2.02, 1.22, 0.90)
C (2.80, 1.51, -0.21)
C (0.33, -0.30, -0.29)
N (-0.82, -1.13, 0.06)
C (-1.34, -1.98, -1.12)
H (2.18, 1.78, 1.76)
H (2.99, 2.59, -0.34)
H (3.85, 1.21, 0.00)
H (2.47, 1.11, -1.16)
H (0.20, 0.35, -1.15)
H (1.17, -0.93, -0.60)
H (-1.61, -0.53, 0.34)
H (-0.61, -1.75, 0.84)
H (-2.14, -2.60, -0.75)
H (-0.49, -2.54, -1.47)
H (-1.63, -1.25, -1.88)
H (-2.87, 1.28, 0.86)
H (-4.01, 0.18, 1.00)
O (-3.30, 0.54, 0.44)

HOMO level (alpha / beta) in eV: -18.903 / -18.902
Max |F| in Eh/bohr: 0.0298
Relative energy (zero: lowest compared OMol25 entry of this formula, charge and spin) in eV: 0.4806
Charge: +2
Spin multiplicity: 2
Gap between HOMO and LUMO (alpha / beta) in eV: 11.0 / 6.1